No. 1
{
  "formula": "C39H57MnN8O6PSSiTe",
  "method": "wB97M-V/def2-TZVPD",
  "symbols": ["Mn", "C", "C", "N", "C", "C", "N", "C", "C", "C", "C", "C", "N", "C", "C", "N", "C", "C", "N", "C", "C", "C", "N", "C", "C", "H", "H", "H", "H", "H", "H", "H", "H", "H", "H", "H", "H", "C", "C", "O", "P", "O", "Te", "O", "C", "C", "H", "H", "H", "H", "H", "H", "H", "H", "H", "H", "C", "C", "C", "C", "N", "N", "C", "H", "H", "H", "H", "H", "H", "H", "H", "C", "C", "C", "C", "O", "Si", "S", "O", "C", "C", "C", "C", "O", "C", "C", "C", "C", "H", "H", "H", "H", "H", "H", "H", "H", "H", "H", "H", "H", "H", "H", "H", "H", "H", "H", "H", "H", "H", "H", "H", "H", "H", "H", "H"],
  "coordinates": [[-0.541, 2.788, 0.914], [0.330, 1.623, 4.977], [-0.149, 2.447, 3.981], [0.350, 2.424, 2.732], [1.448, 1.596, 2.545], [1.880, 0.757, 3.578], [1.325, 0.751, 4.767], [2.025, 1.724, 1.233], [3.232, 1.216, 0.757], [3.695, 1.595, -0.500], [3.001, 2.641, -1.147], [1.806, 3.100, -0.631], [1.260, 2.535, 0.461], [1.094, 4.310, -1.044], [1.271, 4.973, -2.259], [0.677, 6.118, -2.526], [-0.127, 6.618, -1.601], [-0.358, 5.955, -0.402], [0.257, 4.814, -0.107], [4.899, 0.992, -1.086], [5.524, -0.120, -0.508], [6.668, -0.637, -1.091], [7.210, -0.155, -2.194], [6.620, 0.880, -2.762], [5.485, 1.489, -2.254], [-0.089, 1.638, 5.972], [-0.942, 3.158, 4.168], [2.692, 0.059, 3.417], [3.795, 0.537, 1.373], [3.405, 3.109, -2.027], [1.882, 4.560, -3.050], [-0.588, 7.567, -1.828], [-1.029, 6.354, 0.346], [5.142, -0.590, 0.382], [7.180, -1.479, -0.647], [7.085, 1.241, -3.668], [5.090, 2.346, -2.772], [-4.617, 1.873, -2.528], [-3.529, 1.657, -3.570], [-2.286, 2.165, -3.146], [-1.504, 1.556, -1.823], [-1.174, 2.827, -1.046], [-1.282, 0.145, 0.782], [-0.054, 1.228, -2.476], [0.107, 0.103, -3.328], [1.480, 0.204, -3.960], [-5.577, 1.534, -2.912], [-4.685, 2.930, -2.282], [-4.379, 1.318, -1.619], [-3.768, 2.194, -4.492], [-3.444, 0.591, -3.805], [-0.676, 0.091, -4.094], [0.025, -0.815, -2.736], [1.584, 1.159, -4.466], [1.618, -0.600, -4.674], [2.245, 0.133, -3.191], [-5.184, 5.099, -0.264], [-4.351, 4.285, 0.652], [-4.674, 3.592, 1.802], [-3.492, 2.971, 2.225], [-2.490, 3.279, 1.391], [-3.035, 4.093, 0.453], [-3.384, 2.044, 3.380], [-6.089, 4.558, -0.534], [-4.629, 5.339, -1.167], [-5.480, 6.029, 0.220], [-5.630, 3.523, 2.277], [-2.520, 4.258, -0.409], [-4.261, 1.397, 3.396], [-3.372, 2.598, 4.318], [-2.492, 1.419, 3.318], [-2.104, -2.912, 3.695], [-0.811, -3.384, 3.032], [-0.770, -4.906, 2.942], [0.411, -2.852, 3.777], [-0.823, -2.825, 1.708], [0.081, -3.024, 0.392], [0.675, -0.919, 0.044], [1.412, -3.857, 0.642], [2.720, -4.013, 0.078], [2.851, -5.472, -0.350], [3.691, -3.691, 1.213], [2.940, -3.097, -1.119], [-0.699, -3.571, -0.893], [-2.054, -3.755, -1.322], [-2.034, -4.894, -2.343], [-2.930, -4.142, -0.135], [-2.546, -2.452, -1.957], [-2.176, -3.303, 4.705], [-2.965, -3.251, 3.125], [-2.124, -1.826, 3.730], [-0.775, -5.349, 3.933], [0.130, -5.212, 2.418], [-1.633, -5.271, 2.394], [0.432, -3.227, 4.796], [0.390, -1.765, 3.804], [1.310, -3.169, 3.258], [2.624, -6.123, 0.489], [3.861, -5.674, -0.695], [2.151, -5.687, -1.151], [3.528, -4.383, 2.035], [3.508, -2.682, 1.572], [4.720, -3.775, 0.878], [2.213, -3.317, -1.897], [3.939, -3.255, -1.516], [2.833, -2.053, -0.841], [-1.665, -5.806, -1.879], [-1.383, -4.645, -3.177], [-3.038, -5.070, -2.719], [-2.528, -5.039, 0.330], [-3.944, -4.345, -0.470], [-2.944, -3.337, 0.597], [-2.202, -1.614, -1.350], [-3.632, -2.430, -1.995], [-2.154, -2.342, -2.964]],
  "atomic_forces_ev_per_a": [[-1.06, 0.72, 0.60], [0.46, -0.32, 0.07], [0.14, 0.33, -0.57], [0.87, -1.28, 1.08], [-1.50, 0.40, 1.09], [0.17, 0.21, -0.73], [-0.49, 0.29, 0.43], [0.07, 0.46, -1.57], [-0.41, 0.20, 0.21], [-0.64, 0.61, 0.09], [0.00, -0.32, 0.31], [0.23, -0.47, 0.29], [2.50, -0.40, -0.59], [-0.53, 0.84, -0.06], [0.09, -0.50, 0.32], [-0.12, 0.27, -0.20], [-0.01, -0.03, 0.05], [0.23, -0.13, 0.05], [0.38, 0.19, -0.72], [0.77, -0.33, -0.33], [-0.16, 0.31, -0.13], [-0.15, -0.11, 0.26], [0.41, -0.25, -0.20], [-0.12, 0.23, -0.12], [-0.15, -0.06, 0.25], [-0.10, 0.08, 0.05], [-0.08, -0.12, -0.04], [0.06, -0.01, -0.08], [0.06, -0.08, 0.09], [0.01, 0.02, -0.13], [0.14, -0.12, 0.02], [-0.13, 0.08, 0.08], [-0.07, 0.07, 0.04], [-0.07, -0.09, 0.12], [-0.02, -0.12, 0.11], [-0.02, 0.14, -0.10], [-0.06, 0.08, -0.07], [0.23, -0.05, -0.15], [-0.61, -0.20, -0.08], [0.72, 0.04, 0.48], [-0.19, -0.16, -0.86], [0.04, 0.73, 0.64], [-0.70, -0.64, 0.12], [0.07, 0.24, 0.22], [0.10, -0.33, -0.23], [-0.34, 0.01, 0.16], [-0.12, -0.03, 0.03], [-0.06, 0.12, 0.02], [-0.08, -0.02, 0.04], [0.01, -0.15, 0.09], [-0.03, 0.01, -0.06], [0.05, 0.07, 0.01], [-0.04, 0.02, -0.05], [0.03, 0.10, -0.14], [0.11, -0.13, -0.14], [0.17, -0.05, 0.13], [-0.03, 0.11, -0.03], [0.22, -0.18, 0.29], [0.30, 0.07, -0.16], [-0.07, 0.19, -0.40], [-0.17, 0.00, -0.03], [-0.52, 0.15, -0.04], [0.20, -0.08, 0.08], [0.01, 0.01, -0.04], [-0.04, 0.06, -0.13], [-0.02, 0.04, -0.03], [-0.25, -0.01, 0.05], [0.03, -0.25, 0.16], [0.05, -0.03, 0.03], [0.04, -0.03, 0.08], [-0.09, 0.02, 0.03], [0.31, -0.05, -0.22], [-0.13, -0.08, 0.33], [-0.03, 0.28, -0.09], [-0.23, -0.03, -0.27], [-0.15, -0.54, 0.30], [-0.05, 1.41, -0.16], [0.23, -0.54, -0.11], [0.31, -0.31, 0.20], [0.37, -0.23, 0.06], [-0.09, 0.28, 0.13], [-0.22, -0.11, -0.25], [-0.21, -0.09, 0.24], [-0.01, -0.30, -0.28], [-0.42, -0.17, -0.23], [0.07, 0.29, 0.27], [0.21, 0.14, -0.14], [0.25, -0.20, 0.23], [-0.01, -0.04, 0.16], [-0.12, -0.07, -0.07], [-0.01, 0.15, 0.03], [0.02, -0.06, 0.14], [0.17, -0.15, -0.03], [-0.13, -0.07, -0.03], [0.02, -0.06, 0.13], [-0.04, 0.13, 0.02], [0.20, -0.06, 0.00], [0.01, -0.11, 0.11], [0.11, -0.05, -0.06], [-0.08, -0.05, -0.13], [0.03, -0.06, 0.12], [0.00, 0.21, 0.05], [0.18, -0.01, -0.04], [-0.09, -0.04, -0.17], [0.12, 0.00, -0.09], [0.12, 0.17, 0.04], [0.00, -0.10, 0.04], [0.07, 0.05, -0.10], [-0.10, -0.03, -0.07], [-0.03, -0.08, 0.09], [-0.08, -0.02, -0.03], [-0.11, 0.01, 0.07], [-0.14, 0.06, -0.07], [-0.14, -0.01, -0.07], [0.08, 0.07, -0.13]],
  "max_force_ev_per_a": 2.60,
  "charge": 1,
  "multiplicity": 5,
  "gap_ev": [5.5, 6.2],
  "mol_weight_g_mol": 1007.6,
  "homo_energy_ev": [-9.1, -9.9],
  "energy_ev": -132191.8127
}



No. 2
{
  "formula": "C5H21BeFeN10O6",
  "method": "wB97M-V/def2-TZVPD",
  "symbols": ["Be", "Fe", "O", "H", "C", "O", "N", "N", "H", "H", "H", "H", "C", "O", "N", "N", "H", "H", "H", "H", "C", "O", "N", "N", "H", "H", "H", "H", "C", "O", "N", "N", "H", "H", "H", "H", "C", "O", "N", "N", "H", "H", "H", "H"],
  "coordinates": [[1.370, -1.969, -3.468], [-0.845, -2.016, 0.045], [0.343, -1.348, -1.368], [-0.158, -0.512, -1.443], [3.249, 0.299, -1.167], [3.024, -0.311, -2.193], [4.236, 1.137, -0.947], [2.276, 0.347, -0.332], [4.439, 1.289, 0.031], [4.965, 1.333, -1.617], [2.162, 0.953, 0.468], [1.466, -0.228, -0.515], [-1.006, 0.536, 2.087], [-0.880, -0.177, 1.141], [-1.118, 1.833, 1.946], [-0.995, 0.108, 3.337], [-1.379, 2.131, 1.018], [-1.269, 2.469, 2.716], [-0.754, -0.857, 3.515], [-1.320, 0.611, 4.150], [-0.849, 2.936, -1.100], [-1.937, 2.624, -0.665], [0.086, 3.524, -0.464], [-0.503, 2.538, -2.261], [-0.206, 3.741, 0.479], [1.072, 3.411, -0.649], [-1.245, 1.992, -2.674], [0.078, 3.199, -2.757], [1.793, -3.214, 1.388], [0.584, -2.890, 1.388], [2.714, -2.279, 1.178], [2.368, -4.285, 1.859], [2.454, -1.602, 0.475], [3.686, -2.447, 1.394], [3.355, -4.491, 1.809], [1.891, -5.165, 1.994], [-3.639, -0.592, -0.985], [-2.571, -1.063, -1.029], [-3.938, 0.674, -0.879], [-4.746, -1.298, -1.195], [-3.204, 1.368, -0.881], [-4.861, 0.898, -1.223], [-5.695, -1.031, -0.977], [-4.493, -2.174, -1.628]],
  "atomic_forces_ev_per_a": [[-0.12, 2.04, 3.28], [-0.52, 0.99, 1.58], [0.49, -0.90, -2.20], [0.06, 0.08, -0.84], [-0.47, 1.99, -0.54], [0.73, -3.05, -4.82], [1.97, 0.47, 0.43], [-3.64, -0.12, 4.25], [0.29, 0.42, -0.19], [-0.01, -0.33, 0.02], [0.59, 0.09, -0.11], [0.30, 0.09, -0.14], [-0.52, 2.43, 4.31], [0.91, -4.23, -5.00], [-0.17, 2.06, -0.59], [0.18, -1.78, 1.74], [-0.47, 0.34, -0.20], [-0.03, -0.27, -0.03], [-0.14, 0.10, -0.07], [0.11, 0.26, -0.36], [-1.52, -1.21, 0.52], [-2.09, -0.12, 1.90], [2.42, 2.65, 4.11], [1.21, -1.78, -5.02], [0.72, 0.57, 0.03], [-0.37, 0.21, -0.15], [0.26, 0.55, -0.92], [-0.16, -0.52, -0.81], [1.54, 1.26, 1.48], [-2.05, -0.63, -1.71], [0.43, 1.79, -1.42], [-0.64, -3.84, 0.56], [0.52, 0.33, 0.55], [-0.14, 0.09, -0.33], [0.03, 0.70, -0.21], [-0.67, 0.29, 0.35], [-7.42, 2.92, -0.33], [8.70, -3.94, 0.46], [0.22, 2.15, 0.29], [0.00, -2.76, -0.40], [-0.05, 0.45, 0.21], [0.34, 0.60, 0.26], [0.29, -0.12, -0.19], [-1.11, -0.32, 0.28]],
  "max_force_ev_per_a": 9.56,
  "charge": 3,
  "multiplicity": 5,
  "gap_ev": [3.1, 3.1],
  "mol_weight_g_mol": 382.1,
  "homo_energy_ev": [-17.7, -17.7],
  "energy_ev": -67473.6888
}